# 1
Molecular formula: C19H23F3N4O6S
Method: DFT, ωB97M-V/def2-TZVPD

Bonds (Å) are listed after each position.
Geometry (Å):
1 C -2.01646 -2.84462 -1.51099  C2 1.524, H54 1.087, H55 1.088, H56 1.088
2 C -0.75189 -2.96838 -0.66954  C1 1.524, H3 1.092, H4 1.091, C5 1.536
3 H -0.11089 -3.74763 -1.08610  C2 1.092
4 H -1.01486 -3.25540 0.34964  C2 1.091
5 C 0.04329 -1.65553 -0.61758  C2 1.536, C6 1.505, H52 1.090, H53 1.091
6 C -0.76196 -0.60623 0.10103  C5 1.505, O7 1.210, N8 1.366
7 O -0.89372 -0.54293 1.30227  C6 1.210
8 N -1.40436 0.28755 -0.70784  C6 1.366, H9 1.007, C10 1.439
9 H -1.29573 0.26603 -1.70913  N8 1.007
10 C -2.13593 1.36135 -0.08941  N8 1.439, N11 1.444, C38 1.569, C48 1.544
11 N -1.32086 2.40213 0.49226  C10 1.444, C12 1.389, H37 1.020
12 C 0.05838 2.42986 0.32953  N11 1.389, C13 1.398, C17 1.397
13 C 0.87603 2.64258 1.44350  C12 1.398, C14 1.379, H36 1.079
14 C 2.24861 2.65598 1.30861  C13 1.379, C15 1.383, H35 1.078
15 C 2.81097 2.45454 0.06176  C14 1.383, C16 1.381, S20 1.778
16 C 2.01997 2.29501 -1.05854  C15 1.381, C17 1.382, H19 1.079
17 C 0.64414 2.29105 -0.93147  C12 1.397, C16 1.382, H18 1.078
18 H 0.02631 2.20533 -1.81059  C17 1.078
19 H 2.49733 2.18019 -2.01925  C16 1.079
20 S 4.58050 2.35930 -0.08460  C15 1.778, O21 1.429, O22 1.432, N23 1.690
21 O 5.20503 3.49583 0.51531  S20 1.429
22 O 4.92662 1.99349 -1.42505  S20 1.432
23 N 4.91467 1.08256 0.97127  S20 1.690, C24 1.367, H34 1.008
24 C 4.74689 -0.22266 0.60227  N23 1.367, N25 1.312, C28 1.423
25 N 5.36110 -1.21286 1.20540  C24 1.312, O26 1.361
26 O 4.93320 -2.36078 0.61313  N25 1.361, C27 1.342
27 C 4.05885 -2.06555 -0.36071  O26 1.342, C28 1.364, C30 1.484
28 C 3.88385 -0.71369 -0.41713  C24 1.423, C27 1.364, H29 1.067
29 H 3.27437 -0.14117 -1.08030  C28 1.067
30 C 3.47982 -3.18470 -1.14466  C27 1.484, H31 1.089, H32 1.085, H33 1.088
31 H 2.88999 -3.83228 -0.49740  C30 1.089
32 H 2.85237 -2.79446 -1.93949  C30 1.085
33 H 4.27922 -3.78439 -1.57571  C30 1.088
34 H 5.63639 1.24849 1.65463  N23 1.008
35 H 2.89456 2.80518 2.15839  C14 1.078
36 H 0.42065 2.77533 2.41292  C13 1.079
37 H -1.60768 2.55145 1.45998  N11 1.020
38 C -3.01658 0.77291 1.06769  C10 1.569, O39 1.198, O40 1.311
39 O -3.11215 1.33096 2.12322  C38 1.198
40 O -3.63833 -0.31177 0.67204  C38 1.311, C41 1.438
41 C -4.49395 -0.95465 1.63300  O40 1.438, C42 1.520, H46 1.093, H47 1.091
42 C -5.85266 -0.27694 1.69565  C41 1.520, H43 1.087, H44 1.087, H45 1.086
43 H -5.74801 0.74129 2.06173  C42 1.087
44 H -6.30625 -0.25316 0.70778  C42 1.087
45 H -6.49982 -0.82833 2.37117  C42 1.086
46 H -3.99776 -0.92886 2.60707  C41 1.093
47 H -4.57667 -1.98379 1.27985  C41 1.091
48 C -3.08952 1.96578 -1.14196  C10 1.544, F49 1.341, F50 1.330, F51 1.340
49 F -2.41361 2.48272 -2.17858  C48 1.341
50 F -3.84249 2.93806 -0.63481  C48 1.330
51 F -3.91749 1.05036 -1.66254  C48 1.340
52 H 0.29433 -1.32589 -1.62609  C5 1.090
53 H 0.96315 -1.81114 -0.05277  C5 1.091
54 H -2.53481 -3.79951 -1.54767  C1 1.087
55 H -2.69307 -2.10445 -1.09024  C1 1.088
56 H -1.77306 -2.55353 -2.53096  C1 1.088

Output
M (g/mol): 492.48
HOMO energy (eV): -8.9
Structure (SMILES): CCCC(=O)N[C@](Nc1ccc(S(=O)(=O)Nc2cc(C)on2)cc1)(C(=O)OCC)C(F)(F)F
HOMO-LUMO gap (Ha): 0.3416
E_LUMO (eV): 0.346
Total energy (hartree): -2106.08461

These are the Mulliken partial charges, in e, on atoms 1 to 2: number 1, C, carries -0.9503; number 2, C, carries -0.5852

***

# 2
Molecular formula: C2H3NOS
Method: DFT, ωB97M-V/def2-TZVPD

Bonds (Å) are listed after each position.
Geometry (Å):
1 C 0.90518 1.95977 -1.01730  N3 1.200, S5 1.532
2 C -0.27743 -0.61555 -0.20749  O4 1.177, H6 1.102, H7 1.099
3 N 0.63374 2.55308 -0.00990  C1 1.200, H8 1.019
4 O 0.78446 -0.14609 -0.01451  C2 1.177
5 S 0.89839 1.21077 -2.35327  C1 1.532
6 H -0.94661 -0.73705 0.65981  C2 1.102
7 H -0.71246 -0.48633 -1.20865  C2 1.099
8 H 0.63685 2.13330 0.91827  N3 1.019

Output
M (g/mol): 89.12
HOMO energy (eV): -9.4
Structure (SMILES): N=C=S.C=O
HOMO-LUMO gap (Ha): 0.3574
E_LUMO (eV): 0.363
Total energy (hartree): -606.11572

These are the Mulliken partial charges, in e, on atoms 1 to 2: number 1, C, carries 0.5729; number 2, C, carries -0.1094

***

# 3
Molecular formula: C9H11O2
Method: DFT, ωB97M-V/def2-TZVPD

Bonds (Å) are listed after each position.
Geometry (Å):
1 C 2.65314 -1.05631 2.31158  C7 1.502, H13 1.104, H14 1.099, H15 1.088
2 C -0.43865 1.04527 0.19841  C3 1.394, C4 1.381, H8 1.087
3 C 0.89815 1.42700 0.09085  C2 1.394, C5 1.379, H9 1.084
4 C -0.75217 -0.10640 0.89218  C2 1.381, C6 1.398, H10 1.084
5 C 1.88702 0.69999 0.72041  C3 1.379, C7 1.389, H11 1.090
6 C 0.24581 -0.81807 1.56410  C4 1.398, C7 1.388, H12 1.087
7 C 1.56890 -0.40161 1.50471  C1 1.502, C5 1.389, C6 1.388
8 H -1.23100 1.50015 -0.39121  C2 1.087
9 H 1.13897 2.26807 -0.54964  C3 1.084
10 H -1.76646 -0.48726 0.92370  C4 1.084
11 H 2.94629 0.90975 0.57494  C5 1.090
12 H 0.01423 -1.66378 2.20668  C6 1.087
13 H 3.31251 -1.67796 1.68152  C1 1.104
14 H 2.30152 -1.73823 3.09892  C1 1.099
15 H 3.29530 -0.32750 2.80137  C1 1.088
16 C -1.93992 -0.41464 -2.84688  C17 1.554, H20 1.091, H21 1.084, H22 1.097
17 C -2.82264 0.62795 -2.10607  C16 1.554, O18 1.255, O19 1.251
18 O -2.56621 1.82772 -2.36837  C17 1.255
19 O -3.63715 0.16374 -1.27752  C17 1.251
20 H -1.90253 -0.15845 -3.90680  C16 1.091
21 H -2.27419 -1.42567 -2.64493  C16 1.084
22 H -0.93091 -0.19379 -2.47793  C16 1.097

Output
M (g/mol): 151.19
HOMO energy (eV): -4.1
HOMO-LUMO gap (Ha): 0.2635
E_LUMO (eV): 3.097
Total energy (hartree): -500.08554
Charge: -1

These are the Mulliken partial charges, in e, on atoms 1 to 2: number 1, C, carries -1.4138; number 2, C, carries -0.7291

***

# 4
Molecular formula: C22H34N2O5
Method: DFT, ωB97M-V/def2-TZVPD

Bonds (Å) are listed after each position.
Geometry (Å):
1 C -5.65522 -1.27540 -5.43486  C2 1.536, H30 1.090, H31 1.091, H32 1.090
2 C -5.74103 -2.03022 -4.09961  C1 1.536, C3 1.526, H33 1.092, H34 1.091
3 C -4.55363 -2.96095 -3.87233  C2 1.526, C4 1.399, C8 1.406
4 C -4.70910 -4.33248 -4.10222  C3 1.399, C5 1.393, H35 1.080
5 C -3.64308 -5.20666 -3.90000  C4 1.393, C6 1.392, H36 1.081
6 C -2.41359 -4.71576 -3.46850  C5 1.392, C7 1.394, H37 1.081
7 C -2.25068 -3.35035 -3.23800  C6 1.394, C8 1.405, H38 1.078
8 C -3.31732 -2.45635 -3.43360  C3 1.406, C7 1.405, O9 1.383
9 O -3.22302 -1.09327 -3.21857  C8 1.383, C10 1.422
10 C -2.01995 -0.53773 -2.70240  O9 1.422, C11 1.542, H39 1.094, H40 1.092
11 C -2.22494 0.98036 -2.52504  C10 1.542, C12 1.530, H41 1.088, H42 1.091
12 C -2.04852 1.44824 -1.07894  C11 1.530, O13 1.228, N14 1.358
13 O -3.05032 1.82501 -0.47603  C12 1.228
14 N -0.82320 1.42736 -0.49293  C12 1.358, C15 1.470, C16 1.474
15 C 0.41555 0.97921 -1.14422  N14 1.470, H43 1.089, H44 1.091, H45 1.091
16 C -0.66058 1.74386 0.93791  N14 1.474, C17 1.555, H46 1.091, H47 1.092
17 C -0.79335 0.50670 1.87008  C16 1.555, C18 1.535, N19 1.463, H48 1.095
18 C -2.17681 0.42820 2.52980  C17 1.535, H49 1.091, H50 1.090, H51 1.090
19 N 0.23480 0.47200 2.91087  C17 1.463, C20 1.343, H52 1.006
20 C 1.54386 0.25468 2.70227  N19 1.343, O21 1.230, C22 1.547
21 O 1.99895 0.08055 1.57266  C20 1.230
22 C 2.44933 0.24227 3.95710  C20 1.547, O23 1.435, H53 1.091, H54 1.090
23 O 3.84787 0.35795 3.65809  C22 1.435, C24 1.425
24 C 4.28162 1.63618 3.20172  O23 1.425, C25 1.540, H55 1.091, H56 1.092
25 C 5.80749 1.58439 2.99785  C24 1.540, C26 1.522, C29 1.525, H57 1.091
26 C 6.60515 1.50310 4.29177  C25 1.522, C27 1.531, H58 1.091, H59 1.091
27 C 6.82836 2.95996 4.70752  C26 1.531, O28 1.429, H60 1.091, H61 1.091
28 O 6.51670 3.72584 3.54211  C27 1.429, C29 1.423
29 C 6.36154 2.87811 2.40968  C25 1.525, O28 1.423, H62 1.092, H63 1.091
30 H -6.51578 -0.61997 -5.56956  C1 1.090
31 H -4.75881 -0.65559 -5.48010  C1 1.091
32 H -5.62615 -1.96542 -6.27867  C1 1.090
33 H -5.79988 -1.32379 -3.26949  C2 1.092
34 H -6.67118 -2.59891 -4.05927  C2 1.091
35 H -5.65807 -4.72340 -4.43989  C4 1.080
36 H -3.77110 -6.26466 -4.07909  C5 1.081
37 H -1.58592 -5.39279 -3.31229  C6 1.081
38 H -1.28475 -3.00553 -2.90730  C7 1.078
39 H -1.73862 -1.03785 -1.77131  C10 1.094
40 H -1.22385 -0.71180 -3.42927  C10 1.092
41 H -1.52444 1.54589 -3.13538  C11 1.088
42 H -3.21584 1.27554 -2.87209  C11 1.091
43 H 0.32688 0.82330 -2.21811  C15 1.089
44 H 1.20456 1.71808 -0.99560  C15 1.091
45 H 0.76226 0.04443 -0.70087  C15 1.091
46 H 0.31415 2.21310 1.07779  C16 1.091
47 H -1.39548 2.49705 1.23075  C16 1.092
48 H -0.67186 -0.40203 1.27079  C17 1.095
49 H -2.96331 0.46229 1.77471  C18 1.091
50 H -2.31164 -0.50272 3.08121  C18 1.090
51 H -2.35825 1.27227 3.19576  C18 1.090
52 H -0.08492 0.57192 3.85997  N19 1.006
53 H 2.14280 1.01307 4.66589  C22 1.091
54 H 2.30676 -0.71934 4.44970  C22 1.090
55 H 3.79389 1.91207 2.26554  C24 1.091
56 H 4.02083 2.41050 3.92618  C24 1.092
57 H 6.02903 0.74707 2.33436  C25 1.091
58 H 6.08238 0.94112 5.06782  C26 1.091
59 H 7.55899 1.00105 4.12130  C26 1.091
60 H 6.14655 3.22959 5.51561  C27 1.091
61 H 7.86388 3.11264 5.01589  C27 1.091
62 H 7.31447 2.72715 1.89842  C29 1.092
63 H 5.70555 3.33086 1.66441  C29 1.091

Output
M (g/mol): 406.52
HOMO energy (eV): -8.4
Structure (SMILES): CCc1ccccc1OCCC(=O)N(C)C[C@H](C)NC(=O)COC[C@@H]1CCOC1
HOMO-LUMO gap (Ha): 0.3308
E_LUMO (eV): 0.561
Total energy (hartree): -1344.40718

These are the Mulliken partial charges, in e, on atoms 1 to 2: number 1, C, carries -1.0344; number 2, C, carries -0.7715

***

# 5
Molecular formula: C14H15NO
Method: DFT, ωB97M-V/def2-TZVPD

Bonds (Å) are listed after each position.
Geometry (Å):
1 C 3.23963 -2.00242 -0.24702  C2 1.492, H10 1.087, H11 1.096, H12 1.094
2 C 1.90918 -2.20648 0.39566  C1 1.492, C3 1.487, C4 1.427
3 C 1.12709 -3.35368 -0.13647  C2 1.487, H13 1.096, H14 1.098, H15 1.104
4 C 1.59994 -1.50831 1.60143  C2 1.427, C5 1.439, C9 1.443
5 C 0.32423 -1.56688 2.26482  C4 1.439, C6 1.396, H16 1.097
6 C 0.07547 -0.92027 3.47620  C5 1.396, C7 1.405, H17 1.093
7 C 1.06507 -0.15641 4.11773  C6 1.405, C8 1.400, H18 1.100
8 C 2.32476 -0.08377 3.51233  C7 1.400, C9 1.396, H19 1.091
9 C 2.58077 -0.70149 2.28679  C4 1.443, C8 1.396, H20 1.087
10 H 3.57432 -0.96870 -0.21703  C1 1.087
11 H 3.96068 -2.63369 0.28531  C1 1.096
12 H 3.27498 -2.28715 -1.30231  C1 1.094
13 H 0.05318 -3.38856 0.07969  C3 1.096
14 H 1.19989 -3.41962 -1.22996  C3 1.098
15 H 1.59553 -4.27733 0.24546  C3 1.104
16 H -0.48094 -2.16619 1.82335  C5 1.097
17 H -0.90496 -0.98666 3.95584  C6 1.093
18 H 0.86136 0.37881 5.05648  C7 1.100
19 H 3.12593 0.43356 4.04179  C8 1.091
20 H 3.61098 -0.68570 1.93909  C9 1.087
21 O -0.72677 -1.98493 -2.06602  C22 1.270
22 C -0.87970 -2.38194 -3.26240  O21 1.270, C23 1.454, C27 1.471
23 C 0.11332 -3.20368 -3.93454  C22 1.454, C24 1.383, H28 1.086
24 C -0.03149 -3.64704 -5.23624  C23 1.383, N25 1.339, H29 1.106
25 N -1.09257 -3.32724 -5.98701  C24 1.339, C26 1.353
26 C -2.06431 -2.56219 -5.43938  N25 1.353, C27 1.390, H30 1.098
27 C -2.02811 -2.08777 -4.13284  C22 1.471, C26 1.390, H31 1.089
28 H 1.01022 -3.47584 -3.38570  C23 1.086
29 H 0.74326 -4.28499 -5.70077  C24 1.106
30 H -2.90127 -2.33759 -6.11377  C26 1.098
31 H -2.85150 -1.48651 -3.75035  C27 1.089

Output
M (g/mol): 213.28
HOMO energy (eV): -6.1
HOMO-LUMO gap (Ha): 0.1059
E_LUMO (eV): -3.229
Total energy (hartree): -672.33317

These are the Mulliken partial charges, in e, on atoms 1 to 2: number 1, C, carries -1.5307; number 2, C, carries 1.4236

***

# 6
Molecular formula: C5H16N2O3
Method: DFT, ωB97M-V/def2-TZVPD

Bonds (Å) are listed after each position.
Geometry (Å):
1 O 1.22617 0.16797 0.04765  C2 1.229
2 C 0.19561 -0.09303 -0.56971  O1 1.229, N3 1.350, C6 1.541
3 N -0.33817 -1.33283 -0.53540  C2 1.350, C4 1.450, C5 1.471
4 C 0.52468 -2.47400 -0.29716  N3 1.450, H9 1.083, H10 1.089, H11 1.088
5 C -1.65911 -1.65369 -1.09664  N3 1.471, H12 1.095, H13 1.087, H14 1.079
6 C -0.49292 1.02146 -1.38146  C2 1.541, C7 1.543, N8 1.423, H15 1.088
7 C 0.53225 1.38912 -2.47394  C6 1.543, H16 1.078, H17 1.071, H18 1.096
8 N -0.77422 2.16228 -0.57824  C6 1.423, H19 1.002, H20 1.006
9 H -0.03358 -3.40108 -0.24787  C4 1.083
10 H 1.26506 -2.52872 -1.09342  C4 1.089
11 H 1.04918 -2.35888 0.64923  C4 1.088
12 H -1.60401 -1.76611 -2.18484  C5 1.095
13 H -2.38063 -0.86204 -0.91006  C5 1.087
14 H -1.98536 -2.56131 -0.61283  C5 1.079
15 H -1.40115 0.61613 -1.82377  C6 1.088
16 H 0.04904 1.49514 -3.43126  C7 1.078
17 H 1.07801 2.28108 -2.24126  C7 1.071
18 H 1.20994 0.55255 -2.68053  C7 1.096
19 H -0.01393 2.81300 -0.51922  N8 1.002
20 H -1.24819 2.00156 0.29485  N8 1.006
21 H 0.71177 -0.87091 2.84046  O23 0.966
22 H -0.41600 -0.11802 3.38168  O23 0.971
23 O 0.05672 -0.95060 3.54644  H21 0.966, H22 0.971
24 H 1.11656 1.08478 1.65485  O26 0.980
25 H 1.26596 2.08807 2.73960  O26 0.966
26 O 0.56793 1.60528 2.27802  H24 0.980, H25 0.966

Output
M (g/mol): 152.19
HOMO energy (eV): -8.9
Structure (SMILES): C[C@H](N)C(=O)N(C)C.O.O
HOMO-LUMO gap (Ha): 0.3540
E_LUMO (eV): 0.690
Total energy (hartree): -535.33657

These are the Mulliken partial charges, in e, on atoms 1 to 2: number 1, O, carries -0.7998; number 2, C, carries 0.1253